Formula: C64H85AsBrCaN2OP2SSi
Source: the OMol25 dataset
Level of theory: wB97M-V/def2-TZVPD

Each line ends with the Mulliken charge.
Geometry (Å):
Ca 0.2588 -0.0489 0.4573  1.33
N -2.4534 -1.8824 -0.6870  0.24
P -2.3473 -1.4252 0.9545  0.27
C -3.0068 -2.9011 1.7637  0.40
C -2.3975 -4.1257 1.4876  -0.35
C -2.8340 -5.2765 2.1203  -0.83
C -3.8700 -5.2097 3.0447  -0.58
C -4.4662 -3.9931 3.3326  -0.72
C -4.0372 -2.8373 2.6949  -0.71
C -3.6103 -0.1414 1.2056  0.71
C -3.4261 0.7641 2.2463  -0.31
C -4.3473 1.7778 2.4664  -0.56
C -5.4461 1.9081 1.6304  -0.71
C -5.6320 1.0164 0.5821  -0.67
C -4.7229 -0.0093 0.3770  -0.41
P -1.5369 -0.9599 -1.7844  0.37
C -2.6816 0.2402 -2.5134  0.51
C -3.7976 -0.1595 -3.2488  -0.27
C -4.6892 0.7826 -3.7297  -0.88
C -4.4625 2.1340 -3.4941  -0.76
C -3.3465 2.5406 -2.7812  -0.71
C -2.4563 1.5939 -2.2877  0.30
C -1.2444 -2.1293 -3.1358  0.57
C -0.8237 -1.6217 -4.3636  -0.57
C -0.5412 -2.4780 -5.4130  -0.53
C -0.6805 -3.8502 -5.2465  -0.63
C -1.0987 -4.3608 -4.0281  -0.60
C -1.3779 -3.5043 -2.9712  -0.65
H -3.3182 -2.3106 -1.0071  0.53
H -1.5775 -4.1779 0.7803  0.33
H -2.3613 -6.2241 1.8997  0.44
H -4.2087 -6.1088 3.5419  0.40
H -5.2711 -3.9401 4.0537  0.43
H -4.5148 -1.8914 2.9181  0.42
H -2.5556 0.6842 2.8883  0.20
H -4.2075 2.4660 3.2906  0.50
H -6.1610 2.7035 1.7958  0.41
H -6.4870 1.1186 -0.0730  0.46
H -4.8791 -0.6945 -0.4468  0.29
H -3.9608 -1.2116 -3.4575  0.48
H -5.5546 0.4693 -4.2985  0.45
H -5.1566 2.8703 -3.8780  0.42
H -3.1663 3.5945 -2.6120  0.49
H -1.5819 1.9124 -1.7297  0.12
H -0.7286 -0.5526 -4.5055  0.24
H -0.2152 -2.0759 -6.3634  0.46
H -0.4635 -4.5193 -6.0685  0.40
H -1.2065 -5.4290 -3.8949  0.45
H -1.6860 -3.9105 -2.0162  0.35
C -1.8462 4.5213 0.1459  -0.57
C -1.2306 4.4259 1.5302  -0.67
S 0.1075 3.2280 1.5436  0.49
O -0.5475 1.9341 1.0746  -0.68
C 0.3279 3.0143 3.3167  0.25
C 1.1441 4.1425 3.9252  -1.38
H -2.6610 5.2442 0.1642  0.52
H -2.2554 3.5568 -0.1515  -0.20
H -1.1161 4.8469 -0.5964  0.15
H -1.9638 4.1181 2.2780  0.31
H -0.7760 5.3690 1.8419  0.49
H 0.8398 2.0543 3.4121  -0.60
H -0.6628 2.9092 3.7638  0.64
H 2.1340 4.1950 3.4726  0.23
H 1.2717 3.9495 4.9894  0.45
H 0.6587 5.1130 3.8210  0.37
C 5.1457 -6.9636 0.2010  -1.63
C 4.6694 -5.5567 0.4255  0.52
C 3.4833 -5.2908 1.0862  -0.88
C 3.0219 -3.9948 1.3229  0.68
C 1.6948 -3.8846 2.0282  -1.50
C 3.8055 -2.9101 0.8983  -0.46
As 3.3375 -0.9975 0.9878  1.23
N 1.7797 -0.7389 1.9152  1.69
C 1.6042 -0.8230 3.2786  0.07
C 0.3379 -0.4926 3.8030  0.04
C 0.0733 -0.5137 5.1614  -0.47
C 1.0662 -0.8663 6.0668  -1.16
C 2.3138 -1.2165 5.5708  -0.75
C 2.5805 -1.2027 4.2108  -0.48
C 4.7356 -0.1051 2.0633  0.33
C 5.8221 -0.6928 2.7188  1.67
C 5.9620 -2.1531 3.0696  -2.47
C 6.8594 0.1226 3.1818  -0.76
C 6.8427 1.4973 3.0608  0.51
C 7.9809 2.3444 3.5504  -1.63
C 5.7169 2.0752 2.4843  -0.59
C 4.6767 1.3056 1.9912  -0.48
C 3.4751 2.0340 1.4465  0.27
C 4.9857 -3.1664 0.1749  1.41
C 5.8667 -2.0858 -0.4041  -1.81
C 5.4011 -4.4730 -0.0384  -0.90
H 4.4398 -7.6894 0.6022  0.35
H 6.1101 -7.1308 0.6835  0.34
H 5.2754 -7.1692 -0.8628  0.35
H 2.8790 -6.1224 1.4331  0.33
H 1.1852 -4.8473 1.9907  0.51
H 1.0490 -3.1297 1.5832  -0.22
H 1.8107 -3.6111 3.0771  0.26
H -0.4719 -0.2256 3.1265  -0.37
H -0.9205 -0.2622 5.5149  0.53
H 0.8672 -0.8845 7.1293  0.38
H 3.1001 -1.5169 6.2529  0.48
H 3.5551 -1.5121 3.8641  0.46
H 5.1186 -2.7698 2.7870  0.00
H 6.0873 -2.2356 4.1521  0.53
H 6.8557 -2.5819 2.6114  0.55
H 7.7002 -0.3528 3.6769  0.39
H 8.7075 1.7489 4.1011  0.37
H 7.6280 3.1406 4.2073  0.37
H 8.5017 2.8183 2.7160  0.32
H 5.6471 3.1566 2.4176  0.48
H 3.6280 3.1127 1.5100  0.77
H 2.5893 1.7725 2.0284  -1.01
H 3.2600 1.7822 0.4068  -0.46
H 5.6694 -1.0830 -0.0323  -0.05
H 5.7569 -2.0557 -1.4916  0.44
H 6.9139 -2.3007 -0.1858  0.45
H 6.3254 -4.6449 -0.5812  0.46
C 1.6303 1.0830 -5.3741  -1.75
C 2.1075 2.5136 -5.0820  3.34
C 3.0864 2.9243 -6.1947  -1.85
C 0.8554 3.3996 -5.1730  -2.03
Si 2.9491 2.6713 -3.3715  -2.51
Br 1.5261 1.4933 -1.9899  0.79
C 2.9354 4.4547 -2.6718  3.20
C 1.5338 4.9012 -2.2269  -1.66
C 3.8375 4.5996 -1.4377  -2.37
C 3.4510 5.4313 -3.7437  -1.80
C 4.6180 1.7573 -3.2117  3.17
C 4.5861 0.3972 -3.9230  -2.23
C 4.9992 1.4781 -1.7501  -1.88
C 5.7301 2.6063 -3.8543  -1.77
H 1.2509 1.0518 -6.3997  0.68
H 0.8156 0.8037 -4.7080  -0.32
H 2.4091 0.3276 -5.2872  0.22
H 2.5487 2.9455 -7.1469  0.57
H 3.9011 2.2066 -6.3007  0.35
H 3.5237 3.9128 -6.0464  0.33
H 0.3666 3.2128 -6.1336  0.62
H 1.0766 4.4660 -5.1275  0.35
H 0.1339 3.1604 -4.3878  0.24
H 1.1813 4.3041 -1.3835  -0.23
H 0.7866 4.8457 -3.0163  0.32
H 1.5921 5.9436 -1.8996  0.61
H 3.5321 3.9326 -0.6312  0.37
H 3.7533 5.6254 -1.0657  0.69
H 4.8899 4.4191 -1.6541  0.30
H 2.8066 5.4820 -4.6217  0.35
H 4.4608 5.1841 -4.0766  0.33
H 3.4911 6.4353 -3.3111  0.55
H 3.7809 -0.2415 -3.5540  0.35
H 5.5305 -0.1180 -3.7253  0.57
H 4.4924 0.4920 -5.0057  0.38
H 4.3229 0.7560 -1.2903  -0.10
H 5.0250 2.3670 -1.1231  0.13
H 6.0031 1.0431 -1.7350  0.70
H 5.5148 2.8774 -4.8898  0.32
H 6.6570 2.0255 -3.8581  0.58
H 5.9287 3.5232 -3.2979  0.32

Calculated values
Net charge ... +1
ΔE to the lowest compared entry with this formula, charge and spin ... 10.6 kcal per mole

Formula: C64H97F5O13S2
Source: the OMol25 dataset
Level of theory: wB97M-V/def2-TZVPD

Each line ends with the Mulliken charge.
Geometry (Å):
C 19.4622 -29.8191 26.6412  -0.75
C 20.2372 -31.1619 26.5274  -0.58
C 21.4663 -30.9170 27.3924  1.85
O 21.0197 -30.1084 28.4242  -0.22
C 20.0015 -29.2122 27.9447  -0.49
H 18.3795 -29.9404 26.6754  0.32
H 19.7026 -29.2553 25.7399  0.32
H 20.3779 -31.5820 25.5315  0.34
H 19.6322 -31.9118 27.0369  0.35
H 22.2771 -30.4669 26.8195  -0.87
H 21.8516 -31.8916 27.6919  -0.78
H 20.4844 -28.2538 27.7541  0.21
H 19.2848 -29.0944 28.7575  0.30
C 26.7793 -27.3367 30.3448  -0.10
C 27.2127 -28.0840 31.5154  0.95
C 26.0134 -27.9373 32.4863  -0.32
O 25.0711 -27.0864 31.8607  -0.59
C 25.2762 -27.2033 30.4337  -0.22
H 27.1278 -27.8624 29.4558  -0.38
H 27.2941 -26.3766 30.3806  0.30
H 28.0409 -27.5273 31.9539  0.11
H 27.3508 -29.1365 31.2679  -0.50
H 26.4229 -27.5275 33.4095  0.46
H 25.5870 -28.9189 32.6931  -0.13
H 24.9719 -26.2887 29.9249  0.41
H 24.6570 -28.0248 30.0734  0.01
C 27.1213 -36.8010 23.1894  -0.66
C 26.3715 -35.7312 23.9315  -0.37
C 27.2078 -35.3964 25.1751  2.10
O 28.2362 -36.3523 25.1402  -0.46
C 27.9670 -37.4173 24.2154  -0.46
H 27.6884 -36.3235 22.3904  0.25
H 26.4890 -37.5102 22.6552  0.40
H 25.4657 -36.2433 24.2561  0.20
H 26.1347 -34.9216 23.2412  0.25
H 26.6021 -35.4698 26.0783  -0.74
H 27.6468 -34.4095 25.0291  -1.03
H 27.4111 -38.2309 24.6812  0.17
H 28.9167 -37.7906 23.8320  0.36
C 25.8586 -28.6783 25.9052  0.63
C 26.3853 -27.2929 26.3407  -0.27
C 25.1214 -26.4572 26.5572  -0.78
O 24.1952 -27.4229 27.1278  -0.50
C 24.4958 -28.7401 26.7179  0.33
H 26.4651 -29.5049 26.2752  -0.85
H 25.7529 -28.6962 24.8205  0.55
H 26.9116 -26.8446 25.4981  0.51
H 26.9792 -27.3328 27.2538  -0.15
H 24.7094 -26.0204 25.6474  0.34
H 25.4030 -25.6847 27.2727  0.37
H 23.7259 -29.1953 26.0949  0.10
H 24.6125 -29.3361 27.6230  -0.35
C 22.4983 -36.5375 30.2842  -0.58
C 23.3825 -35.3823 29.9740  1.67
C 22.3878 -34.2296 29.9823  0.85
O 21.2179 -34.7867 29.4425  -0.52
C 21.1067 -36.1636 29.8812  -0.62
H 22.4537 -36.7030 31.3607  -0.08
H 22.9494 -37.3915 29.7790  0.47
H 23.8209 -35.4165 28.9766  -0.65
H 24.1588 -35.1926 30.7152  -0.33
H 22.7460 -33.3984 29.3749  -1.13
H 22.2945 -33.8764 31.0092  0.33
H 20.8212 -36.8947 29.1249  0.28
H 20.4043 -36.1526 30.7145  0.41
C 32.5465 -33.1148 29.3194  -0.15
C 31.2788 -33.7003 28.6903  1.24
C 31.7946 -34.4133 27.4920  -0.31
O 33.1844 -34.1458 27.4101  -0.50
C 33.6746 -33.7720 28.6517  -0.65
H 32.6366 -33.3116 30.3877  0.02
H 32.6645 -32.0319 29.3555  0.10
H 30.6518 -32.8233 28.5291  -0.90
H 30.7857 -34.4048 29.3602  0.14
H 31.3235 -34.1023 26.5595  0.10
H 31.5501 -35.4747 27.5341  0.28
H 34.5125 -33.0748 28.6472  0.37
H 34.0132 -34.6899 29.1322  0.29
C 25.2166 -31.3981 29.8709  1.68
C 26.1752 -31.3418 28.6674  2.24
C 27.0384 -32.6868 28.7778  0.69
O 26.3796 -33.4057 29.8467  -0.24
C 25.8372 -32.4704 30.7527  0.63
H 24.2173 -31.6521 29.5175  -1.05
H 25.0956 -30.4221 30.3409  -0.77
H 26.8472 -30.4843 28.6332  -0.78
H 25.6157 -31.3530 27.7321  -0.52
H 28.0409 -32.4931 29.1594  -0.86
H 26.9863 -33.2225 27.8300  -0.06
H 26.6002 -32.1231 31.4494  -0.93
H 25.0382 -32.9531 31.3155  0.18
O 33.0190 -27.1796 32.5898  -0.62
S 31.8092 -27.9706 32.7293  1.08
O 30.4890 -27.3545 32.6361  -0.53
O 31.8572 -29.2939 31.7318  -0.46
C 30.8064 -30.1491 31.6926  0.11
C 30.1793 -30.2242 30.2930  0.01
C 31.9434 -28.8978 34.3338  -0.84
H 30.0496 -29.8613 32.4224  0.13
H 31.2052 -31.0704 32.1171  0.10
H 29.4628 -31.0384 30.1836  -0.48
H 30.9973 -30.3452 29.5829  0.20
H 29.6531 -29.3047 30.0366  0.28
H 32.3241 -28.1378 35.0162  0.43
H 32.6219 -29.7489 34.2766  0.32
H 30.9987 -29.2410 34.7556  0.19
O 27.9879 -29.8435 34.3930  -0.62
S 27.8416 -31.2882 34.4425  0.82
O 26.6049 -31.9597 33.9637  -0.15
O 29.1348 -32.0279 33.6383  0.02
C 29.1831 -33.4685 33.6199  -0.32
C 30.1030 -33.9676 32.5437  -1.04
C 28.3608 -31.8263 36.1007  -1.24
H 28.1759 -33.8840 33.6524  0.20
H 29.6628 -33.6851 34.5744  0.36
H 31.1130 -33.6251 32.7692  0.32
H 29.7360 -33.5906 31.5891  -0.01
H 30.1552 -35.0557 32.5045  0.54
H 29.4464 -31.7382 36.1430  0.38
H 28.1781 -32.8481 36.4335  0.34
H 27.7952 -31.1944 36.7854  0.45
F 19.3234 -31.3347 32.6532  -0.34
C 20.5052 -31.0055 33.1236  -0.05
C 20.6430 -30.9180 34.5061  -0.51
C 21.8864 -30.6429 35.0174  -0.32
C 22.9627 -30.4090 34.1701  -0.88
C 22.8319 -30.5290 32.7847  0.33
C 21.5991 -30.8494 32.2872  -0.38
H 19.8134 -30.9664 35.1959  0.49
H 21.9476 -30.5304 36.0898  0.38
H 23.9359 -30.1986 34.5884  0.35
H 23.6733 -30.2754 32.1570  0.03
H 21.5303 -31.0476 31.2278  0.91
F 25.2882 -36.9233 33.4650  -0.20
C 24.2642 -36.2122 34.0196  0.24
C 23.0505 -36.8479 34.3867  -0.57
C 22.0281 -36.1057 34.9391  -0.60
C 22.1372 -34.7393 35.0142  -0.56
C 23.3433 -34.0879 34.6760  -0.37
C 24.4304 -34.8505 34.1993  -0.33
H 22.9581 -37.9224 34.3284  0.46
H 21.1771 -36.6363 35.3399  0.41
H 21.3849 -34.1252 35.4868  0.44
H 23.4861 -33.0208 34.5897  0.39
H 25.3260 -34.3103 33.9300  0.66
F 28.6161 -29.3218 27.6780  -0.17
C 29.3950 -30.1813 26.9174  -0.35
C 28.7484 -31.2244 26.2359  1.56
C 29.4731 -31.9165 25.2469  -0.91
C 30.7723 -31.5858 24.9245  -0.66
C 31.4215 -30.5258 25.5710  -0.69
C 30.7006 -29.8188 26.5713  -0.49
H 27.7067 -31.3572 26.4878  -0.06
H 28.9926 -32.6797 24.6529  0.35
H 31.2396 -32.1408 24.1245  0.41
H 32.3913 -30.1461 25.2850  0.46
H 31.1914 -29.0213 27.1093  0.49
F 25.9930 -32.4633 25.1990  -0.27
C 24.7163 -32.8654 25.1120  -0.07
C 24.0351 -32.7258 23.9249  -0.51
C 22.6952 -33.0419 23.8563  -0.91
C 22.0450 -33.6271 24.9346  -0.60
C 22.7382 -33.8388 26.1179  -0.94
C 24.0702 -33.4912 26.1906  1.21
H 24.5176 -32.3030 23.0561  0.55
H 22.2035 -32.9447 22.8996  0.39
H 20.9776 -33.7912 24.9238  0.55
H 22.2675 -34.3570 26.9403  0.14
H 24.5661 -33.6411 27.1382  0.38
F 26.0557 -36.7429 27.8546  -0.03
C 26.5053 -37.6356 28.7445  0.21
C 26.6582 -37.2691 30.0572  0.23
C 26.8731 -38.2660 31.0128  -0.67
C 27.1831 -39.5729 30.6210  -0.62
C 26.9500 -40.0048 29.3371  -0.60
C 26.6523 -38.9601 28.4122  -0.55
H 26.4103 -36.2528 30.3255  0.46
H 26.8563 -38.0584 32.0726  0.41
H 27.3440 -40.3731 31.3282  0.32
H 27.0319 -41.0446 29.0568  0.40
H 26.4145 -39.2770 27.4074  0.37

Calculated values
Net charge ... 0

| no. | HOMO level (eV) |
| --- | --- |
| 1 | -8.9 |
| 2 | -8.9 |